Entry 1:
{"formula": "C4H11ClO2SSi", "method": "ωB97M-V/def2-TZVPD", "charge": 0, "homo_lumo_gap_ev": 9.55, "smiles": "CCS(=O)(=O)[Si](C)(C)Cl", "lumo_ha": 0.0140, "species": ["C", "C", "S", "O", "O", "Si", "C", "C", "Cl", "H", "H", "H", "H", "H", "H", "H", "H", "H", "H", "H"], "positions_angstrom": [[-0.1868, -1.1850, 1.9063], [1.1113, -0.5770, 1.4901], [1.2430, -0.7970, -0.3558], [0.9398, -2.1693, -0.6901], [2.6273, -0.3379, -0.5472], [-0.2515, 0.7764, -1.3141], [-1.6603, -0.4406, -1.5594], [-0.1794, 2.3081, -0.3703], [0.7215, 1.1465, -3.0316], [-0.1410, -2.3413, 1.9678], [-0.4671, -1.0538, 3.0290], [-1.0531, -1.0211, 1.1767], [1.9003, -1.0008, 2.0275], [1.2785, 0.5268, 1.4158], [-2.2314, -0.2304, -2.5072], [-1.1530, -1.4153, -1.5382], [-2.4202, -0.3478, -0.6218], [0.8978, 2.5197, 0.1081], [-0.2297, 3.1387, -1.1687], [-0.7461, 2.5010, 0.5832]], "atomic_forces_ev_per_a": [[-2.2, -2.1, 1.9], [-1.5, 1.3, -2.4], [2.4, 0.6, 1.9], [-0.7, -0.2, -0.5], [-0.8, 0.1, -0.8], [0.4, -2.4, 0.4], [-1.9, 1.3, 1.4], [2.1, 2.9, 1.8], [0.2, 0.1, -0.7], [0.5, 1.7, -0.7], [0.2, 0.7, -2.0], [1.0, 0.2, 1.3], [1.6, -0.7, 0.2], [-0.7, -0.6, 1.0], [0.6, -0.4, 1.0], [-0.5, 0.1, -0.2], [1.7, -0.4, -2.2], [-1.8, -0.9, -1.5], [-0.4, -1.0, 1.5], [-0.3, -0.3, -1.4]]}



Entry 2:
{"formula": "C46H40AsBr4F6HgN7O4S2", "method": "ωB97M-V/def2-TZVPD", "charge": -2, "homo_lumo_gap_ev": 5.43, "e_above_lowest_kcal_mol": 38.6, "lumo_ha": 0.1177, "species": ["Hg", "O", "C", "C", "C", "C", "C", "C", "C", "O", "N", "N", "C", "S", "C", "C", "S", "H", "H", "H", "H", "H", "H", "H", "H", "H", "C", "C", "C", "C", "C", "C", "C", "C", "N", "C", "C", "C", "C", "N", "C", "C", "C", "C", "C", "C", "C", "C", "H", "H", "H", "H", "H", "H", "H", "H", "H", "H", "H", "H", "H", "H", "H", "H", "H", "H", "H", "H", "H", "H", "H", "H", "Br", "C", "C", "Br", "C", "Br", "C", "O", "C", "O", "C", "Br", "F", "As", "F", "F", "F", "F", "F", "N", "C", "C", "C", "C", "C", "C", "C", "N", "C", "C", "N", "C", "H", "H", "H", "H", "H", "H", "H"], "positions_angstrom": [[1.2582, -0.2252, -0.0012], [1.0702, -2.4448, -3.6301], [0.1401, -3.3579, -3.3450], [-0.4237, -4.0683, -4.4113], [-1.4053, -5.0125, -4.1962], [-1.8278, -5.3018, -2.9060], [-1.2781, -4.6130, -1.8425], [-0.3300, -3.6149, -2.0427], [0.1203, -2.7758, -0.9133], [1.0697, -1.9505, -1.1049], [-0.5481, -2.9194, 0.2040], [-0.3204, -2.0132, 1.1911], [-0.5202, -2.5081, 2.3418], [-0.8526, -4.2568, 2.4670], [-0.8250, -4.2489, 4.2999], [-1.4550, -2.9584, 4.7591], [-0.6529, -1.5933, 3.8304], [1.4155, -2.0835, -2.7736], [-0.0645, -3.8539, -5.4068], [-1.8349, -5.5404, -5.0381], [-2.5878, -6.0540, -2.7400], [-1.5794, -4.8221, -0.8282], [0.2107, -4.3201, 4.6325], [-1.3815, -5.1200, 4.6410], [-1.2937, -2.7705, 5.8201], [-2.5206, -2.9317, 4.5287], [3.7253, 2.6945, 2.1159], [4.0410, 1.3137, 2.6078], [5.3817, 1.0056, 2.8077], [5.7839, -0.2295, 3.2662], [4.8227, -1.1712, 3.5740], [3.4787, -0.9101, 3.3738], [2.4920, -1.9621, 3.7581], [3.0642, 0.3270, 2.8428], [1.7132, 0.5006, 2.4798], [0.9333, 1.3566, 3.0131], [1.3739, 2.1631, 4.2133], [-0.4437, 1.6394, 2.5045], [-1.1617, 2.7906, 3.1717], [-0.9886, 0.9857, 1.5613], [-2.2338, 1.2898, 1.0085], [-3.3564, 0.4752, 1.2509], [-3.2966, -0.6945, 2.1771], [-4.5645, 0.7543, 0.6260], [-4.7100, 1.8306, -0.2285], [-3.6137, 2.6363, -0.4690], [-2.3895, 2.3888, 0.1374], [-1.2532, 3.3041, -0.1685], [4.4277, 2.9800, 1.3290], [3.8304, 3.4206, 2.9258], [2.7164, 2.7505, 1.7236], [6.1208, 1.7637, 2.5902], [6.8311, -0.4624, 3.3774], [5.1160, -2.1481, 3.9308], [3.0111, -2.8554, 4.1004], [1.8993, -2.2277, 2.8838], [1.8248, -1.6048, 4.5449], [2.3641, 1.8336, 4.5239], [0.6865, 2.0253, 5.0468], [1.4259, 3.2231, 3.9706], [-0.6595, 3.7238, 2.9204], [-1.1871, 2.6850, 4.2536], [-2.1838, 2.8364, 2.8000], [-2.7412, -1.5008, 1.7025], [-4.2989, -1.0458, 2.4133], [-2.7904, -0.4269, 3.1006], [-5.4122, 0.1057, 0.8098], [-5.6593, 2.0400, -0.7053], [-3.7140, 3.4884, -1.1308], [-1.3395, 3.7048, -1.1775], [-0.3125, 2.7687, -0.0856], [-1.2309, 4.1429, 0.5278], [3.7076, 6.1909, -1.9641], [3.4604, 4.3257, -1.7961], [4.1654, 3.4431, -2.5872], [5.4097, 4.1063, -3.8520], [3.9634, 2.0726, -2.4431], [4.9329, 0.8305, -3.5068], [3.0373, 1.5431, -1.5442], [2.8060, 0.2938, -1.4243], [2.2891, 2.4734, -0.7269], [1.4292, 2.0076, 0.1160], [2.5503, 3.8248, -0.8682], [1.6431, 5.0158, 0.2975], [3.2297, -1.8340, 0.6801], [4.0975, -3.2671, 0.1919], [5.6231, -2.4569, 0.6150], [4.0109, -3.8379, 1.8912], [5.0206, -4.7647, -0.1661], [2.6214, -4.1478, -0.1271], [4.2579, -2.7872, -1.4547], [-8.1593, 2.1660, -6.1417], [-7.1363, 1.9529, -5.6618], [-5.8792, 1.6940, -5.0867], [-4.7053, 1.9749, -5.7921], [-3.4790, 1.7227, -5.2209], [-3.3804, 1.1639, -3.9404], [-4.5584, 0.8709, -3.2470], [-5.7866, 1.1428, -3.8038], [-2.1352, 0.9150, -3.3720], [-0.9113, 1.2486, -3.9132], [0.0314, 0.8477, -3.0258], [-0.5710, 0.2814, -1.9394], [-1.8485, 0.3203, -2.1703], [-4.7680, 2.3931, -6.7870], [-2.5940, 1.9687, -5.7833], [-4.5045, 0.4500, -2.2571], [-6.6890, 0.9366, -3.2466], [-0.7934, 1.7307, -4.8590], [1.0964, 0.9184, -3.1023], [-2.5913, -0.0830, -1.5133]], "atomic_forces_ev_per_a": [[-0.7, 1.2, 2.0], [0.3, 0.1, 0.0], [-0.4, -0.2, 0.1], [0.1, 0.1, -0.1], [0.1, 0.0, 0.0], [-0.1, -0.1, 0.1], [0.0, 0.0, -0.2], [0.2, 0.0, -0.2], [-0.1, 0.2, 0.7], [-0.1, -1.6, -1.2], [-0.4, -0.7, -0.5], [0.4, 0.4, 0.2], [-0.2, -0.5, -0.2], [-0.1, 0.1, 0.5], [0.1, 0.0, -0.5], [0.1, 0.5, -0.3], [-0.1, -0.3, 0.5], [-0.1, 0.0, -0.1], [0.0, 0.1, -0.1], [0.0, 0.0, -0.1], [0.0, -0.1, 0.0], [-0.1, 0.1, 0.1], [0.0, 0.0, 0.1], [0.0, 0.0, 0.1], [0.0, 0.0, 0.0], [-0.1, -0.1, 0.1], [-0.1, 0.0, 0.0], [-0.3, 0.0, -0.2], [0.1, -0.1, 0.1], [0.0, 0.1, 0.0], [0.0, 0.1, 0.0], [-0.1, 0.0, 0.1], [0.1, 0.1, -0.1], [1.1, -0.1, 0.4], [-1.0, 0.1, -0.3], [1.2, -0.4, 0.4], [0.1, -0.1, 0.0], [-1.1, 0.2, -0.3], [-0.1, -0.1, -0.2], [0.9, -0.3, 0.2], [-1.0, 0.4, -0.3], [0.1, 0.0, 0.0], [0.0, 0.1, 0.0], [-0.2, 0.1, -0.2], [0.0, 0.1, 0.1], [-0.2, -0.1, 0.1], [0.1, 0.0, -0.1], [0.0, -0.2, 0.0], [-0.1, 0.0, 0.0], [0.0, 0.1, 0.1], [0.0, 0.1, -0.1], [0.1, 0.1, -0.1], [0.2, 0.0, 0.0], [0.0, -0.1, 0.0], [0.0, 0.0, 0.0], [-0.1, -0.1, 0.1], [0.1, -0.1, -0.1], [-0.1, 0.0, 0.0], [-0.1, 0.0, 0.0], [0.0, 0.1, 0.0], [0.1, 0.1, 0.1], [0.0, 0.0, 0.1], [0.0, 0.1, 0.0], [0.1, -0.1, 0.1], [-0.1, 0.0, 0.0], [0.0, -0.1, 0.0], [0.0, -0.1, 0.1], [0.0, 0.0, 0.0], [0.1, 0.0, 0.0], [0.0, 0.1, 0.0], [0.2, 0.2, 0.0], [0.0, 0.1, 0.0], [0.1, 0.2, 0.0], [0.4, 0.1, -0.3], [0.1, 0.5, 0.0], [0.1, 0.0, -0.1], [0.2, -0.3, -0.3], [-0.2, 0.0, 0.2], [0.1, 0.2, -0.1], [0.8, 0.0, -0.9], [0.1, 0.1, -0.2], [-0.2, 0.0, 0.4], [-0.2, 0.1, 0.2], [-0.1, 0.1, 0.2], [0.1, -0.3, -0.2], [1.5, -1.5, 1.1], [-0.9, -0.4, -0.3], [-0.1, 0.4, -0.8], [-0.5, 0.9, 0.1], [0.3, 0.5, 0.0], [-0.3, 0.1, 0.3], [-0.1, 0.0, 0.0], [-0.8, 0.2, -0.4], [1.0, -0.3, 0.5], [-0.3, 0.0, 0.2], [0.2, 0.0, 0.1], [-0.5, 0.1, -0.2], [0.3, -0.1, 0.0], [0.0, 0.1, -0.3], [0.0, -0.1, 0.0], [0.6, 0.1, -0.2], [-0.2, 0.3, -0.4], [-0.5, -0.2, 0.3], [0.1, -0.1, 0.2], [0.0, 0.0, 0.0], [0.1, 0.0, 0.0], [0.0, 0.0, 0.0], [0.0, -0.1, 0.0], [0.0, 0.1, -0.2], [0.3, 0.0, 0.0], [-0.3, 0.0, 0.2]]}



Entry 3:
{"formula": "C2H5N4", "method": "ωB97M-V/def2-TZVPD", "charge": 1, "homo_lumo_gap_ev": 9.79, "e_above_lowest_kcal_mol": 97.8, "lumo_ha": -0.1960, "species": ["C", "C", "N", "N", "N", "N", "H", "H", "H", "H", "H"], "positions_angstrom": [[-1.9470, 0.5040, -0.0854], [1.6564, 0.5940, 0.0621], [-1.6138, -0.7857, -0.0512], [-0.3895, -0.2445, 0.6136], [-0.8236, 1.0638, 0.2333], [0.8860, -0.4348, 0.1524], [-2.8521, 1.0235, -0.4721], [1.1233, 1.6041, 0.2412], [2.7014, 0.4557, -0.1687], [-2.2593, -1.3231, 0.5385], [1.2963, -1.3370, 0.1788]], "atomic_forces_ev_per_a": [[-1.1, 4.1, -1.9], [-1.4, 1.2, 0.1], [0.8, -2.0, 0.2], [-1.0, 0.0, 1.3], [-1.1, -0.1, 0.7], [1.0, 1.4, -0.5], [0.6, -0.7, 0.6], [1.3, -1.7, -0.6], [0.1, -0.1, 0.2], [0.7, -0.6, 0.1], [0.0, -1.4, -0.1]]}



Entry 4:
{"formula": "C29H41BN3O10PS3", "method": "ωB97M-V/def2-TZVPD", "charge": 0, "homo_lumo_gap_ev": 7.88, "smiles": "C=CCc1c(S)c(P(=O)(O)O)cc2c1Nc1c(CNC)c(B(C)O)c(CCCCNC(C)=O)c(C[C@@H]3CO3)c1S2.O=S1(=O)OCCO1", "lumo_ha": -0.0063, "species": ["C", "C", "C", "C", "C", "S", "C", "P", "O", "O", "O", "C", "C", "C", "N", "C", "C", "C", "N", "C", "C", "B", "C", "O", "C", "C", "C", "C", "C", "N", "C", "C", "O", "C", "C", "C", "C", "O", "C", "S", "H", "H", "H", "H", "H", "H", "H", "H", "H", "H", "H", "H", "H", "H", "H", "H", "H", "H", "H", "H", "H", "H", "H", "H", "H", "H", "H", "H", "H", "H", "H", "H", "H", "H", "H", "H", "H", "O", "S", "O", "O", "C", "C", "O", "H", "H", "H", "H"], "positions_angstrom": [[-4.8410, -3.5478, -1.6573], [-4.1739, -2.4190, -1.3538], [-3.8040, -1.9690, 0.0694], [-2.6171, -2.7302, 0.6491], [-2.7672, -3.6007, 1.7258], [-4.3616, -3.8646, 2.5123], [-1.6801, -4.2891, 2.2585], [-1.7323, -5.3935, 3.6894], [-0.5194, -6.1929, 3.7890], [-1.7330, -4.3731, 4.9833], [-3.0779, -6.2776, 3.7822], [-0.4287, -4.1453, 1.6884], [-0.2903, -3.2964, 0.6322], [-1.3456, -2.5705, 0.1144], [-1.1200, -1.6721, -0.9466], [-0.0681, -0.7466, -0.7001], [-0.2033, 0.6340, -0.8035], [-1.5454, 1.2485, -1.1959], [-1.6356, 1.6009, -2.6196], [-1.8480, 0.4555, -3.4962], [0.8720, 1.4639, -0.5401], [0.6099, 3.0352, -0.6227], [0.6349, 3.9075, 0.6980], [0.3109, 3.6555, -1.8387], [2.1250, 0.9613, -0.1740], [3.3039, 1.8585, 0.1590], [3.9077, 2.7325, -1.0011], [3.5576, 2.3406, -2.4428], [3.9194, 3.5619, -3.3492], [2.8975, 4.6376, -3.2374], [2.3907, 4.9915, -4.5396], [0.9432, 4.6362, -4.8888], [3.0713, 5.5466, -5.3859], [2.2718, -0.4253, -0.0785], [3.5616, -1.1212, 0.2890], [4.0868, -1.8485, -1.0257], [5.2491, -1.1345, -1.7238], [3.8316, -1.1973, -2.2293], [1.1669, -1.2204, -0.3343], [1.2793, -3.0063, -0.1747], [-5.7020, -3.5215, -2.3309], [-4.5553, -4.5496, -1.3198], [-3.8529, -1.7727, -2.1812], [-4.6960, -2.0870, 0.6722], [-3.5287, -0.9092, -0.0079], [-5.2654, -3.7296, 1.5193], [-2.6437, -4.2121, 5.2668], [-3.5717, -5.9798, 4.5575], [0.4157, -4.6850, 2.1051], [-1.9730, -1.2202, -1.2367], [-1.7388, 2.1668, -0.6195], [-2.3853, 0.5843, -0.9612], [-0.8041, 2.1171, -2.8804], [-1.6067, 0.7800, -4.5151], [-2.9071, 0.1580, -3.5318], [-1.2439, -0.4269, -3.2322], [1.0604, 4.9052, 0.5229], [-0.3705, 4.0612, 1.1216], [1.2137, 3.4256, 1.4951], [-0.6368, 3.8603, -1.8269], [4.1341, 1.3274, 0.6219], [2.9448, 2.5586, 0.9244], [3.5522, 3.7644, -0.8529], [4.9980, 2.7825, -0.8856], [2.4967, 2.1413, -2.6147], [4.1707, 1.5146, -2.8226], [4.0677, 3.2754, -4.3938], [4.8350, 3.9888, -2.9182], [3.3165, 5.4914, -2.8841], [0.7136, 3.6756, -4.4137], [0.3028, 5.4247, -4.4797], [0.8295, 4.5256, -5.9671], [4.3974, -0.4614, 0.4879], [3.4423, -1.9438, 0.9974], [4.1114, -2.9394, -1.0288], [5.9357, -1.7745, -2.2721], [5.2331, -0.0494, -1.7936], [-1.6088, 1.1465, 3.5484], [-2.6228, 0.7936, 4.4734], [-3.9224, 1.3539, 4.4169], [-2.0349, 0.9788, 5.9584], [-2.1144, -0.2586, 6.6752], [-2.0174, -1.3289, 5.6096], [-2.7624, -0.8057, 4.5031], [-3.0775, -0.2942, 7.1896], [-1.3125, -0.3270, 7.4059], [-2.4298, -2.2755, 5.9321], [-0.9853, -1.4753, 5.2858]], "atomic_forces_ev_per_a": [[0.0, -0.2, -0.3], [0.1, 0.0, 0.1], [1.7, -0.8, -1.0], [-0.9, 0.1, 0.4], [-0.9, -0.1, -0.2], [-0.1, 0.2, 0.2], [-0.8, -0.8, 0.5], [1.3, 0.0, 0.5], [0.3, -0.3, -0.4], [-1.2, -0.7, -0.5], [0.5, 1.0, 0.3], [0.2, -0.2, 0.6], [1.3, 0.9, -1.1], [-0.6, 0.1, -0.3], [0.2, 0.0, 0.6], [0.1, 0.5, -0.3], [-1.3, -0.1, -0.1], [0.3, 0.3, -0.4], [-0.4, -0.2, 0.2], [0.0, 0.2, -0.4], [0.5, 1.2, -0.2], [0.2, 0.1, 0.5], [0.2, 0.0, 0.2], [-0.6, -0.7, 0.3], [0.6, -0.6, 0.1], [0.0, 0.8, -0.2], [-0.9, -0.2, 0.2], [0.7, 1.1, -0.9], [-0.1, -0.1, 1.2], [-0.4, 0.2, -0.6], [-0.1, 0.4, -1.6], [0.8, -0.6, 0.6], [-0.3, -0.3, 1.1], [0.2, 0.1, 0.7], [0.3, -1.1, -2.3], [1.4, 2.3, 0.9], [-2.8, -0.7, -0.9], [0.0, -1.6, -0.4], [0.0, -1.5, 0.2], [-0.1, -0.1, 0.2], [1.1, -0.2, -1.1], [-0.9, 0.4, 1.4], [-1.4, 0.7, 0.3], [0.2, 0.3, 0.1], [-0.3, -0.1, 0.3], [0.5, -0.1, 0.0], [0.2, 0.3, 0.1], [-0.4, -0.4, -0.2], [-0.1, 0.0, -0.1], [0.1, 0.0, -0.1], [0.1, -0.3, 0.1], [0.1, 0.2, 0.0], [0.0, -0.3, -0.1], [0.1, -0.3, 0.1], [0.2, 0.1, 0.3], [0.0, 0.1, -0.2], [-0.1, -0.2, 0.0], [0.1, -0.1, -0.2], [-0.2, 0.1, -0.1], [0.2, 0.6, -0.2], [-0.4, -0.2, 0.0], [0.2, -0.1, -0.1], [0.0, -0.2, -0.1], [-0.2, -0.1, -0.1], [0.2, -0.3, 0.3], [-0.3, -0.2, 0.3], [0.1, 0.1, 0.2], [0.2, -0.2, -0.6], [0.2, -0.1, 0.0], [-0.2, 0.3, 0.1], [-0.1, -0.3, -0.1], [0.0, 0.4, 0.1], [-0.4, 0.0, 0.7], [-0.1, 0.5, 0.4], [-0.1, 0.2, -0.2], [0.1, 0.4, -0.1], [1.6, -0.1, 1.2], [0.0, 0.2, -0.1], [0.1, -0.4, 0.4], [-0.1, 0.1, -0.2], [0.1, -0.2, -0.4], [-0.4, -0.2, 0.2], [0.6, 0.1, 0.0], [-0.3, 0.3, 0.2], [0.0, 0.0, 0.0], [0.1, 0.2, -0.1], [-0.2, 0.1, -0.1], [0.0, -0.1, 0.1]]}